Entry 1:
ORCA calculation (the ωB97M-V functional and the def2-TZVPD basis) on a structure of composition C16H28F5NO9P2TeZr.

Values from the calculation:
Charge: +2
Energy relative to the best compared isomer or geometry (same formula, charge and spin) (eV): 0.999
Max |F| (eV/Å): 0.9
E_tot (a.u.): -2855.36970

Last column: Löwdin charge in e.
CARTESIAN COORDINATES (ANGSTROEM)
Zr: -0.22952 -0.85523 -0.97244  1.94
O: 2.01984 -2.78357 -4.14727  0.24
C: 1.20505 -2.06436 -3.44484  -0.40
O: 0.87584 -2.31287 -2.28208  -0.04
C: 0.59159 -0.88123 -4.09673  -0.15
C: 0.66615 -0.47764 -5.40969  0.07
C: -0.15050 0.59146 -5.79647  0.03
C: -1.02193 1.16992 -4.88819  0.07
C: -1.03018 0.68753 -3.58451  -0.14
N: -0.21031 -0.27871 -3.21318  0.05
C: -1.98163 1.08221 -2.46351  -0.52
O: -2.67065 2.05602 -2.51333  0.17
O: -1.91036 0.18589 -1.49714  -0.20
H: 2.34289 -3.55363 -3.64551  0.18
H: 1.31081 -0.98440 -6.11410  0.14
H: -0.12504 0.94008 -6.82027  0.14
H: -1.70156 1.96434 -5.16605  0.15
C: -1.89629 -2.59665 2.67463  -0.12
P: -0.18336 -3.03199 2.81664  0.72
C: 0.09176 -4.72852 2.37128  -0.13
C: 0.37537 -2.70183 4.47306  -0.13
O: 0.54034 -2.07559 1.77536  -0.53
H: -2.45539 -3.09504 3.46841  0.09
H: -2.29190 -2.89471 1.70493  0.07
H: -1.97589 -1.51615 2.79215  0.05
H: -0.49937 -5.37431 3.02297  0.09
H: 1.14812 -4.96488 2.49553  0.07
H: -0.20224 -4.89199 1.33473  0.08
H: -0.19120 -3.32044 5.17105  0.09
H: 0.20725 -1.65035 4.70914  0.08
H: 1.43519 -2.93137 4.56915  0.07
C: -0.51640 4.69127 2.61982  -0.07
C: 0.25805 4.25321 1.40621  -0.25
O: -0.31997 3.02537 0.84329  -0.31
P: 0.49511 1.66821 0.86945  0.99
O: 0.54080 1.29826 -0.80092  -0.49
C: 1.70880 1.82439 -1.51342  -0.25
C: 1.34592 3.07902 -2.27142  -0.03
O: -0.75131 0.53139 0.97445  -0.44
C: -2.15918 0.97516 1.17361  -0.23
C: -2.39549 1.42001 2.59313  -0.04
H: -0.12775 5.65136 2.95970  0.10
H: -0.41263 3.98047 3.43981  0.08
H: -1.57170 4.81989 2.38130  0.09
H: 1.30957 4.07209 1.63983  0.11
H: 0.19727 4.98594 0.60465  0.12
H: 2.06976 1.02866 -2.16514  0.11
H: 2.49661 2.01068 -0.77907  0.12
H: 0.55892 2.89087 -3.00120  0.07
H: 2.22005 3.46105 -2.79828  0.10
H: 0.98860 3.85156 -1.59253  0.08
H: -2.75356 0.10556 0.90812  0.12
H: -2.37367 1.76145 0.45663  0.11
H: -2.16824 0.64234 3.32236  0.07
H: -3.45002 1.67726 2.69967  0.11
H: -1.81290 2.30410 2.84097  0.05
F: 2.05064 -3.59474 0.16879  -0.33
Te: 2.37084 -2.01694 1.08750  1.79
F: 2.72193 -0.61755 2.23143  -0.32
F: 4.12065 -2.04715 0.56635  -0.30
F: -1.26239 -2.36489 -0.45934  -0.41
F: 2.78228 -3.13383 2.51735  -0.33
O: 1.75655 -0.94645 -0.24686  -0.65

Forces on the atoms, in the same order (eV/Å):
Zr -0.5498 0.5867 -0.3415
O 0.0209 -0.0044 -0.0432
C -0.0668 0.0232 0.0525
O 0.2727 -0.3561 -0.2553
C -0.0181 0.0369 0.0029
C -0.0035 -0.0104 0.0080
C 0.0086 -0.0034 -0.0168
C -0.0116 0.0353 0.0270
C -0.0649 0.0165 -0.0770
N 0.0239 -0.1002 0.0695
C 0.0708 -0.0478 -0.1433
O -0.0076 -0.0001 0.0319
O -0.0379 0.1360 0.0620
H -0.0114 0.0025 0.0070
H -0.0009 -0.0050 0.0041
H -0.0005 -0.0035 0.0005
H -0.0031 -0.0021 0.0038
C -0.0785 -0.0416 0.0525
P -0.0730 -0.1486 -0.0160
C 0.0439 -0.0515 0.0590
C 0.0666 0.0644 -0.0538
O 0.0641 0.0001 0.0128
H -0.0241 0.0331 -0.0042
H 0.0535 0.0085 -0.0265
H -0.0775 -0.0016 0.0265
H -0.0130 0.0149 0.0110
H -0.0186 -0.0537 -0.0113
H -0.0237 0.0330 -0.0051
H -0.0197 -0.0133 -0.0180
H -0.0003 -0.0046 0.0039
H 0.0108 -0.0057 -0.0003
C -0.0020 0.0198 -0.0037
C 0.0196 0.0172 -0.0117
O 0.0101 -0.0627 0.0295
P -0.4488 -0.2143 -0.2788
O 0.4698 0.3658 -0.1565
C 0.0375 0.0761 0.0215
C -0.0673 -0.0453 0.0206
O 0.2403 0.0702 0.0034
C -0.0018 -0.0646 0.1342
C 0.0040 -0.0055 0.0330
H -0.0015 -0.0011 0.0031
H 0.0095 0.0060 0.0049
H -0.0025 -0.0057 0.0061
H 0.0040 0.0006 -0.0012
H 0.0063 -0.0059 -0.0006
H -0.0269 -0.0027 -0.0261
H 0.0006 -0.0160 0.0053
H 0.0047 -0.0030 -0.0072
H 0.0218 -0.0171 0.0155
H 0.0139 0.0277 0.0047
H -0.0081 -0.0279 0.0038
H 0.0165 -0.0192 -0.0200
H 0.0158 -0.0517 -0.0153
H -0.0068 0.0031 0.0046
H -0.0307 -0.0201 -0.0033
F -0.0593 0.0272 -0.1020
Te 0.2433 -0.2240 0.5106
F -0.0373 0.0522 0.0021
F 0.0213 0.0199 -0.1147
F 0.0087 -0.0598 0.2427
F 0.1117 0.0756 -0.0449
O -0.0977 -0.0522 0.3181

---

Entry 2:
ORCA calculation (the ωB97M-V functional and the def2-TZVPD basis) on a structure of composition C16H28IN4O2Ru.

Values from the calculation:
Charge: -2
Energy relative to the best compared isomer or geometry (same formula, charge and spin) (eV): 5.137
Max |F| (eV/Å): 8.6
Multiplicity: 6
E_tot (a.u.): -1388.12926
⟨S²⟩: 8.778

Last column: Löwdin spin population.
CARTESIAN COORDINATES (ANGSTROEM)
C: -1.90685 -1.57159 -2.65880  0.06
I: -2.88374 -3.26566 -2.66375  1.06
H: -1.79282 -1.22672 -3.71357  0.01
H: -2.54981 -0.91017 -2.00309  0.01
H: -1.29188 -2.53430 -2.27958  0.01
C: 1.77099 -2.94032 1.88989  0.03
C: 2.13515 -3.38952 0.67797  0.02
N: 1.27852 -2.83789 -0.24549  0.13
C: 0.38399 -1.96908 0.37076  0.27
N: 0.69609 -2.10438 1.70812  0.13
H: 2.16711 -3.14699 2.87108  0.01
H: 2.90846 -4.08164 0.39130  0.00
C: -3.57175 2.27023 0.09787  0.14
C: -1.64257 1.18996 -0.42344  0.09
N: -2.60682 1.37171 0.52227  0.03
H: -3.65772 3.37685 -1.81239  0.07
N: -2.00734 2.03743 -1.43662  0.03
H: -4.41568 2.52577 0.69883  0.04
Ru: -0.06048 -0.06615 -0.19162  1.89
C: -0.08472 -0.57893 -2.05516  0.03
O: 0.69124 -0.42049 -3.05491  -0.01
C: -3.19595 2.68630 -1.14143  0.19
C: -1.32204 2.25919 -2.69153  0.11
H: -1.59210 3.26390 -3.04081  0.05
H: -1.63709 1.53963 -3.46194  0.02
H: -0.23265 2.20950 -2.57036  0.01
C: -2.69521 0.70423 1.80363  0.05
H: -3.59854 1.07983 2.29850  0.02
H: -1.81758 0.93650 2.42473  0.01
H: -2.78079 -0.38531 1.67966  0.01
C: -0.03662 -1.57860 2.84008  0.02
H: -0.38718 -2.41992 3.45867  0.01
H: -0.89018 -0.98965 2.49596  0.01
H: 0.62340 -0.94263 3.44799  0.00
C: 1.23653 -3.32954 -1.60517  0.03
H: 0.23457 -3.68979 -1.86400  0.01
H: 1.94494 -4.16532 -1.65876  0.00
H: 1.55126 -2.56694 -2.32345  0.01
C: 3.08161 0.57599 1.16512  0.02
C: 1.86944 1.50395 1.02757  0.02
C: 2.01845 2.65584 2.02047  0.03
C: 1.77340 1.98623 -0.41470  0.09
O: 0.69032 0.80077 1.36635  0.14
H: 4.01380 1.16556 1.12940  0.00
H: 3.12412 -0.15493 0.34759  0.01
H: 3.04376 0.03771 2.11938  0.00
H: 2.97037 3.17304 1.86321  0.00
H: 1.19740 3.36191 1.89744  0.02
H: 1.98266 2.26252 3.03641  0.00
H: 1.39402 1.16101 -1.06574  0.03
H: 1.11232 2.85686 -0.47854  0.02
H: 2.76416 2.27402 -0.79542  0.01

Forces on the atoms, in the same order (eV/Å):
C 0.8539 1.6651 -0.1866
I -5.9360 -6.1803 -1.0895
H 0.1743 -0.2313 1.1042
H 1.5757 -0.5340 -0.6271
H 2.0480 4.4884 0.1624
C 0.0602 -0.0301 0.3940
C 0.0782 -0.2741 -0.0991
N 0.1970 -0.4800 0.1568
C -0.0167 -0.4077 -0.0610
N 0.2074 -0.3406 0.6818
H 0.0573 -0.0215 -0.0823
H 0.0097 0.0075 0.0419
C 0.5865 0.0269 -0.8308
C -1.2167 1.3368 -0.2098
N -0.2984 0.3353 -0.5853
H -0.0500 0.1484 -0.1687
N -0.5437 -0.1993 0.7031
H -0.2146 0.0718 0.1144
Ru -1.1788 -1.5309 -2.3975
C 6.0175 2.1221 -4.3106
O -4.6361 -1.1689 4.8416
C 0.1710 -0.4698 0.9419
C 0.2422 0.1011 -0.4991
H 0.1297 -0.2315 0.0966
H 0.1063 0.0826 0.3032
H -0.3940 -0.0714 0.0617
C 0.1038 -0.1222 0.3169
H 0.2462 -0.1763 -0.0578
H -0.1982 -0.0243 -0.2844
H -0.0188 0.3196 -0.0541
C 0.1497 -0.0140 0.0413
H -0.0612 0.1727 -0.1224
H 0.3928 -0.2288 0.0766
H -0.2871 -0.0384 -0.2220
C 0.2406 0.1570 -0.0669
H 0.1752 -0.0261 0.0592
H -0.2896 0.1131 -0.1069
H -0.1324 -0.0463 0.0881
C 0.4412 0.0466 -0.0391
C -0.2946 -0.4804 0.6644
C 0.0927 0.0848 -0.3395
C 0.4805 0.4856 -0.1362
O 1.0696 1.1453 1.6709
H -0.1776 -0.1930 0.0157
H -0.1548 0.0156 0.1624
H -0.0299 0.0710 -0.1321
H -0.0574 0.1079 0.0932
H -0.0329 0.0415 0.0081
H 0.0552 -0.0390 0.0387
H 0.4693 0.6148 0.0521
H -0.0605 -0.2000 -0.1480
H -0.1518 -0.0015 -0.0345

---

Entry 3:
ORCA calculation (the ωB97M-V functional and the def2-TZVPD basis) on a structure of composition C16H28IN6PbSbSe4.

Values from the calculation:
Energy relative to the best compared isomer or geometry (same formula, charge and spin) (eV): 1.532
Max |F| (eV/Å): 0.5
E_tot (a.u.): -11291.56578

Last column: Löwdin charge in e.
CARTESIAN COORDINATES (ANGSTROEM)
Pb: 0.68029 -0.15634 -0.79718  1.08
N: 1.42228 -0.56847 1.54734  -0.10
C: 1.32330 -1.99729 1.85015  -0.26
C: -0.13166 -2.35542 2.06566  -0.23
N: -0.98548 -1.99194 0.93148  -0.11
C: -1.65755 -3.11292 0.28890  -0.24
C: -0.74213 -3.88805 -0.64553  -0.28
N: -0.52901 -3.16168 -1.89542  -0.02
H: 2.40111 -0.26758 1.60627  -0.06
H: 0.89264 -0.02800 2.22657  0.07
H: 1.88518 -2.25549 2.75404  0.12
H: 1.76817 -2.55129 1.02062  0.10
H: -0.47801 -1.82622 2.95834  0.11
H: -0.19970 -3.42624 2.28807  0.12
H: -1.65845 -1.30312 1.24006  0.06
H: -2.50789 -2.73061 -0.28302  0.11
H: -2.06604 -3.81244 1.03422  0.11
H: -1.16692 -4.89008 -0.78891  0.11
H: 0.22687 -4.02789 -0.16074  0.11
H: -1.35587 -3.21479 -2.47780  0.06
H: 0.23844 -3.55380 -2.42560  0.07
Se: 4.52570 1.03389 1.95520  -0.19
Sb: 5.37562 1.16271 -0.26736  0.26
Se: 3.97695 -1.54943 -2.15937  -0.14
Se: 3.24308 0.68343 -1.96869  -0.18
Se: 5.96956 -1.33923 -0.92604  -0.14
C: -2.72379 0.85334 -1.17418  -0.08
N: -1.56133 0.89724 -2.05288  -0.37
C: -1.84160 0.23974 -3.32148  -0.10
C: -1.09310 2.26546 -2.26278  -0.19
C: -0.47940 2.86569 -1.01587  -0.28
C: -0.74946 4.19308 -0.70296  -0.05
C: -0.13721 4.80472 0.38512  -0.09
C: 0.75152 4.07964 1.16314  -0.09
C: 1.00320 2.74434 0.85317  -0.18
C: 0.39281 2.10236 -0.22510  -0.31
H: -3.58603 1.37165 -1.61905  0.10
H: -2.49230 1.32398 -0.21899  0.07
H: -3.00079 -0.18541 -0.98964  0.08
H: -2.62266 0.76385 -3.89069  0.09
H: -2.17261 -0.78220 -3.13775  0.07
H: -0.93610 0.20231 -3.92848  0.09
H: -1.90688 2.90462 -2.63875  0.13
H: -0.33126 2.22863 -3.04807  0.13
H: -1.43842 4.76049 -1.31987  0.11
H: -0.35099 5.84033 0.61732  0.10
H: 1.23979 4.54106 2.01280  0.11
H: 1.70113 2.19702 1.48295  0.04
I: -5.35567 2.11079 4.38957  0.85
C: -3.59142 1.65702 3.43506  -0.79
C: -2.71775 2.53655 2.83788  -0.15
N: -1.71344 1.78757 2.35127  0.00
N: -1.87221 0.47996 2.58694  0.03
C: -3.01515 0.38694 3.25232  -0.21
H: -2.73996 3.60745 2.73148  0.12
H: -0.89274 2.08147 1.83379  0.10
H: -3.38885 -0.57064 3.57878  0.10

Forces on the atoms, in the same order (eV/Å):
Pb -0.1136 -0.2119 -0.0465
N 0.3235 0.1066 -0.0243
C 0.0426 0.0274 0.1366
C -0.0823 -0.1612 -0.0070
N -0.0554 0.0886 -0.0068
C 0.0254 -0.0874 0.0754
C -0.0126 -0.0885 -0.0556
N -0.0973 0.0018 0.0354
H -0.0491 0.1348 0.0449
H 0.0426 0.0068 0.0094
H 0.0322 0.0123 -0.0374
H -0.0669 -0.0331 -0.0462
H -0.0184 0.0040 -0.0146
H -0.0835 0.0095 -0.0672
H 0.0119 0.0710 0.0518
H 0.0147 0.0239 -0.0141
H -0.0021 0.0244 -0.0110
H 0.0231 0.0033 -0.0414
H 0.0035 0.0037 -0.0030
H 0.0005 -0.0473 -0.0327
H 0.0254 0.0052 0.0031
Se -0.0419 -0.0225 0.0301
Sb -0.0674 -0.0171 -0.0648
Se -0.1427 -0.1041 -0.0626
Se 0.4130 0.2169 -0.0274
Se 0.0086 0.0659 0.0790
C 0.0329 0.0166 -0.0349
N -0.0243 -0.0367 0.0169
C -0.0027 -0.0022 0.0380
C 0.0090 -0.0308 0.0667
C -0.0052 0.0397 0.0184
C 0.0215 0.0294 -0.0109
C -0.0184 -0.0201 0.0111
C -0.0624 -0.0007 -0.0063
C 0.0998 -0.1421 0.1456
C -0.2006 -0.0911 -0.0197
H -0.0133 -0.0024 0.0084
H 0.0135 0.0094 -0.0091
H -0.0085 -0.0134 -0.0002
H -0.0098 -0.0043 -0.0077
H 0.0078 -0.0002 0.0080
H 0.0017 0.0080 0.0028
H -0.0064 0.0145 0.0106
H -0.0012 0.0111 -0.0040
H -0.0075 0.0054 0.0024
H -0.0040 0.0028 -0.0025
H 0.0319 0.0024 -0.0190
H 0.0507 0.0644 -0.0641
I -0.0226 0.0035 0.0110
C 0.0100 -0.0524 0.0025
C 0.0278 -0.0532 -0.0013
N 0.1058 -0.0797 -0.0715
N -0.1018 -0.0125 0.0747
C -0.0354 0.0798 -0.0065
H 0.0143 -0.0039 -0.0066
H -0.0428 0.2197 -0.0532
H 0.0063 0.0061 -0.0026

---

Entry 4:
ORCA calculation (the ωB97M-V functional and the def2-TZVPD basis) on a cluster of 4 separate species, C16H28N4 in total.

Values from the calculation:
Energy relative to the best compared isomer or geometry (same formula, charge and spin) (eV): 1.515
Max |F| (eV/Å): 4.0
E_tot (a.u.): -845.39331

Last column: Löwdin charge in e.
CARTESIAN COORDINATES (ANGSTROEM)
C: 2.49776 0.63998 0.46129  -0.10
C: 3.23085 -0.38915 1.33350  -0.23
C: 3.79501 -1.68492 0.66780  -0.17
C: 2.83365 -2.75413 0.48876  -0.23
N: 2.05315 -3.56715 0.36820  0.18
H: 1.99944 0.05822 -0.31417  0.05
H: 3.08727 1.43706 0.00826  0.07
H: 1.68880 1.11149 1.01928  0.07
H: 2.58088 -0.52122 2.19848  0.11
H: 4.07126 0.17930 1.73181  0.10
H: 4.58315 -2.14956 1.26030  0.12
H: 4.32445 -1.38536 -0.23667  0.11
C: 0.75400 -2.00604 -3.14055  -0.14
C: 1.96034 -2.38547 -3.91165  -0.24
C: 3.13757 -1.29950 -4.02760  -0.16
C: 2.82393 -0.13914 -4.75058  -0.27
N: 2.59267 0.82838 -5.30415  0.16
H: 0.27663 -1.05138 -3.36154  0.09
H: 1.13881 -1.97682 -2.12115  0.05
H: -0.06644 -2.72355 -3.15243  0.08
H: 1.56941 -2.70838 -4.87653  0.11
H: 2.37457 -3.33078 -3.56108  0.11
H: 3.92124 -1.89553 -4.49526  0.12
H: 3.45157 -0.93948 -3.04786  0.11
C: -1.48663 -0.16794 0.62074  -0.11
C: -0.80190 -1.34546 -0.12162  -0.23
C: -1.28290 -2.72308 0.46492  -0.19
C: -1.24499 -2.96508 1.90863  -0.24
N: -1.20365 -3.18238 3.05309  0.13
H: -1.10268 -0.07119 1.63628  0.06
H: -2.55223 -0.29622 0.81087  0.06
H: -1.34291 0.81501 0.17214  0.07
H: 0.27747 -1.23558 -0.01678  0.06
H: -1.06296 -1.32786 -1.17975  0.09
H: -0.78436 -3.55860 -0.02646  0.10
H: -2.35361 -2.77177 0.26662  0.11
C: -2.78811 4.97779 1.93799  -0.10
C: -3.36935 4.18719 3.12411  -0.22
C: -4.80679 3.48652 2.78202  -0.16
C: -4.75908 2.48118 1.70559  -0.26
N: -4.76770 1.67830 0.92083  0.15
H: -1.81230 5.36754 2.22779  0.07
H: -3.43335 5.82440 1.70345  0.07
H: -2.78366 4.24946 1.12706  0.07
H: -3.48419 4.80427 4.01524  0.10
H: -2.80941 3.29703 3.41080  0.10
H: -5.64397 4.16149 2.60418  0.11
H: -5.28048 2.96802 3.61561  0.11

Forces on the atoms, in the same order (eV/Å):
C -0.7164 -0.9457 -0.6092
C 0.5741 1.1032 0.5670
C 0.2551 0.9169 0.7192
C 0.7787 1.5337 -0.3671
N -1.3182 -1.4273 -0.2293
H -0.1489 0.3709 -0.4560
H 0.2600 -0.3057 0.0084
H 0.1133 0.0434 0.1004
H 0.1562 -0.8867 -0.0461
H 0.3660 -0.4136 0.2063
H 0.0619 0.3064 0.4125
H -0.3933 -0.2575 -0.3828
C -0.1758 0.4353 1.9010
C 0.3125 0.0704 -1.6735
C -0.9595 -3.0785 1.0234
C -0.2577 0.4509 -0.7324
N -0.3220 1.0620 -0.6169
H 0.4237 0.1924 -0.2931
H -0.6551 0.2931 0.4777
H 0.2864 -0.3450 -0.1813
H 0.6528 0.5183 -0.7318
H 0.2591 0.2502 0.5472
H 0.3963 0.5558 0.0027
H 0.1094 -0.4515 0.2459
C 0.1656 -0.1730 0.4884
C -0.7130 0.1346 1.4167
C -0.3609 0.5429 -0.4796
C 0.8486 0.0672 1.9902
N -0.1662 0.4193 -2.0159
H 0.3788 -0.1479 0.0934
H -0.1593 -0.1663 -0.5484
H 0.0379 -0.1698 -0.3475
H -0.0512 -0.1847 -0.1178
H 0.0507 -0.1244 0.0830
H -0.0047 0.0315 -0.0139
H -0.1051 -0.1948 -0.4368
C -0.6710 -0.8594 1.0325
C -2.1467 -1.0618 -0.2935
C 0.3879 0.6022 0.3247
C 0.0504 2.9453 2.7068
N 0.1141 -2.4602 -2.4957
H 0.1063 -0.2045 -0.4088
H -0.0144 -0.0862 -0.1442
H 0.5098 0.5066 -0.4171
H -0.1562 -0.0386 -0.0303
H 0.6499 0.3360 -0.1057
H 0.4007 0.5876 -0.7037
H 0.7896 -0.2928 0.5311